The following is a DFT calculation (ωB97M-V with the def2-TZVPD basis set) of a structure of composition H6N4.

```
10
Properties=species:S:1:pos:R:3:nbo_charge:R:1
N -2.374 -0.191 0.137 -0.5549
N 0.915 -1.278 0.324 -0.6645
N -1.262 -0.805 0.090 -0.0066
N -0.109 -0.363 0.367 -0.1553
H -2.234 0.765 0.465 0.3274
H 0.476 2.601 0.461 -0.0361
H 0.801 -2.023 -0.365 0.3376
H 1.796 -0.790 0.228 0.3806
H -1.357 -1.791 -0.226 0.3567
H 0.338 1.837 0.582 0.0152
```

Results
HOMO energy: -7.77 eV
E_LUMO: 0.9592 eV
Orbital gap: 8.73 eV
Energy relative to the best compared isomer or geometry (same formula, charge and spin): 2.228 eV

The following is a DFT calculation (ωB97M-V with the def2-TZVPD basis set) of a structure of composition C4H7Br3.

```
14
Properties=species:S:1:pos:R:3:nbo_charge:R:1
C -1.719 -0.873 0.106 -0.3821
C -1.900 -0.670 -1.176 -0.3692
C 0.814 1.301 2.021 -0.4281
C 0.727 1.546 0.739 -0.2494
Br 3.099 -2.741 -2.387 -0.1866
Br -0.464 2.845 0.065 0.0962
Br 1.595 0.690 -0.634 0.1216
H 3.407 -1.503 -1.860 0.1874
H -0.750 -0.885 0.418 0.1792
H -2.548 -1.000 0.845 0.1980
H -1.184 -0.707 -1.892 0.1883
H -2.894 -0.399 -1.506 0.1830
H 1.639 0.620 2.515 0.2316
H 0.176 1.775 2.746 0.2301
```

Results
HOMO energy: -9.71 eV
E_LUMO: 0.4288 eV
Orbital gap: 10.13 eV
Energy relative to the best compared isomer or geometry (same formula, charge and spin): 1.655 eV

The following is a DFT calculation (ωB97M-V with the def2-TZVPD basis set) of a structure of composition C18H15BF4MnN8O.

```
48
Properties=species:S:1:pos:R:3:nbo_charge:R:1
Mn -0.281 -0.060 -0.313 1.6162
O 3.322 0.466 1.310 -0.5631
C 2.405 0.208 0.563 0.6257
N 1.108 0.564 0.780 -0.6499
C 0.878 1.325 2.000 -0.2751
C -0.588 1.503 2.203 0.2484
C -1.107 2.323 3.193 -0.2291
C -2.480 2.433 3.325 -0.1090
C -3.299 1.718 2.460 -0.2418
C -2.711 0.934 1.491 0.0886
N -1.384 0.819 1.371 -0.5205
C 2.590 -0.552 -0.712 0.1322
C 3.848 -0.766 -1.239 -0.1843
C 3.955 -1.473 -2.426 -0.1167
C 2.799 -1.951 -3.025 -0.2233
C 1.579 -1.692 -2.426 0.0740
N 1.472 -1.002 -1.292 -0.4919
H 1.377 2.296 1.939 0.2475
H 1.326 0.806 2.853 0.2352
H -0.437 2.877 3.836 0.2414
H -2.906 3.077 4.082 0.2398
H -4.375 1.784 2.525 0.2445
H -3.309 0.388 0.773 0.2151
H 4.706 -0.377 -0.711 0.2640
H 4.923 -1.644 -2.877 0.2425
H 2.830 -2.519 -3.943 0.2447
H 0.664 -2.057 -2.875 0.2049
N -1.034 -3.730 2.242 -0.3115
C -0.292 -2.616 2.176 0.2306
N -0.514 -2.031 1.024 -0.5362
C -1.421 -2.851 0.413 0.2636
N -1.756 -3.895 1.131 -0.2097
C -1.896 -2.539 -0.927 0.1337
C -2.671 -3.411 -1.684 0.0490
N -3.023 -3.124 -2.928 -0.3142
C -2.611 -1.968 -3.434 0.0191
C -1.862 -1.069 -2.686 0.0422
N -1.508 -1.357 -1.433 -0.5000
H -1.085 -4.416 2.978 0.4405
H 0.370 -2.273 2.955 0.2384
H -3.004 -4.353 -1.266 0.2348
H -2.891 -1.746 -4.455 0.2323
H -1.570 -0.108 -3.092 0.2615
F -1.523 2.155 -3.312 -0.5253
B -1.167 2.190 -2.002 1.3467
F -1.088 3.402 -1.408 -0.5172
F -2.013 1.294 -1.224 -0.5677
F 0.127 1.464 -1.844 -0.5707
```

Results
HOMO energy (alpha / beta): -12.48 / -12.74 eV
Spin multiplicity: 5
Net charge: +1
E_LUMO (alpha / beta): -4.9852 / -4.2158 eV
Orbital gap (alpha / beta): 7.49 / 8.53 eV
<S²>: 6.077

The following is a DFT calculation (ωB97M-V with the def2-TZVPD basis set) of a cluster of 11 separate species, H22O11 in total.

```
33
Properties=species:S:1:pos:R:3:nbo_charge:R:1
O -1.865 -5.114 0.294 -0.9241
H -1.242 -4.460 -0.029 0.4699
H -2.668 -4.778 -0.129 0.4545
O 0.593 4.344 -0.354 -0.9438
H 1.433 3.842 -0.276 0.4601
H 0.377 4.157 0.555 0.4728
O -0.299 -1.437 1.565 -0.9368
H -0.302 -0.867 0.780 0.4497
H -1.278 -1.487 1.492 0.4932
O 2.330 0.323 0.626 -0.9425
H 1.391 0.229 0.451 0.4606
H 2.353 0.369 1.586 0.4824
O -2.661 -0.446 -3.304 -0.9375
H -2.185 0.122 -2.695 0.4694
H -1.915 -0.721 -3.866 0.4714
O 4.841 -1.296 1.531 -0.9458
H 4.511 -1.147 0.635 0.4780
H 4.504 -2.152 1.813 0.4684
O 2.983 3.382 0.741 -0.9399
H 2.825 4.068 0.061 0.4584
H 3.811 2.926 0.535 0.4928
O -3.235 -1.346 -0.265 -0.9756
H -4.064 -1.836 -0.202 0.4806
H -2.946 -1.545 -1.170 0.4947
O -2.168 0.586 1.841 -0.9400
H -2.849 0.299 1.185 0.4769
H -2.846 0.452 2.513 0.4635
O -1.803 4.138 -2.467 -0.9382
H -1.493 4.394 -1.586 0.4774
H -0.964 4.037 -2.878 0.4605
O 1.516 -3.351 0.081 -0.9500
H 2.344 -2.955 0.344 0.4561
H 0.972 -2.727 0.596 0.4831
```

Results
HOMO energy: -11.30 eV
SMILES string: O.O.O.O.O.O.O.O.O.O.O
E_LUMO: -0.2891 eV
Orbital gap: 11.01 eV
Energy relative to the best compared isomer or geometry (same formula, charge and spin): 2.928 eV

The following is a DFT calculation (ωB97M-V with the def2-TZVPD basis set) of a structure of composition C2H6BrHfN2O4.

```
16
Properties=species:S:1:pos:R:3:nbo_charge:R:1
Hf -2.324 -3.327 1.042 2.1168
Br -0.858 -1.941 0.510 0.0854
C -1.135 0.789 0.333 -0.4569
N -0.724 1.915 1.217 0.4914
O -1.423 2.921 1.306 -0.1042
O 0.338 1.808 1.871 -0.2162
H -2.201 0.856 0.117 0.2920
H -1.048 -0.155 0.870 0.1374
H -0.643 0.736 -0.638 0.2637
C 0.771 -0.573 -1.061 -0.4724
N 2.211 -0.395 -0.774 0.5258
O 2.804 0.481 -1.344 -0.1510
O 2.673 -1.288 -0.071 -0.2028
H 0.458 -1.551 -0.695 0.1539
H 0.818 -0.523 -2.149 0.3218
H 0.284 0.246 -0.533 0.2153
```

Results
HOMO energy: -21.27 eV
Net charge: +3
E_LUMO: -18.5130 eV
Orbital gap: 2.76 eV
Energy relative to the best compared isomer or geometry (same formula, charge and spin): 3.673 eV

The following is a DFT calculation (ωB97M-V with the def2-TZVPD basis set) of a cluster of 2 separate species, CH5N3O3 in total.

```
12
Properties=species:S:1:pos:R:3:nbo_charge:R:1
O 3.024 1.562 0.597 -0.3504
N 2.109 0.883 0.284 0.7451
O 1.362 0.282 0.997 -0.4033
O 1.905 0.784 -1.053 -0.5402
H 1.108 0.229 -1.269 0.5095
H -0.849 -1.691 -1.240 0.2947
N -0.327 -0.790 -1.177 -0.3610
N -0.672 -0.012 -0.310 -0.0627
C -1.726 -0.283 0.601 -0.4860
H -1.269 -0.314 1.591 0.2462
H -2.407 0.570 0.588 0.2324
H -2.258 -1.220 0.393 0.1757
```

Results
HOMO energy: -9.87 eV
SMILES string: O=[N+]([O-])O.[H]/N=N\C
E_LUMO: 0.3985 eV
Orbital gap: 10.27 eV
Energy relative to the best compared isomer or geometry (same formula, charge and spin): 3.511 eV

The following is a DFT calculation (ωB97M-V with the def2-TZVPD basis set) of a structure of composition C26H22F4N5O6Sr.

```
64
Properties=species:S:1:pos:R:3:nbo_charge:R:1
Sr -0.220 -0.630 0.246 1.7993
C -2.208 -2.578 -2.729 -0.4161
N -2.784 -2.121 -1.484 -0.4513
C -3.323 -3.226 -0.720 -0.4063
C -3.715 -1.020 -1.661 -0.2172
C -3.019 0.336 -1.423 -0.2245
N -2.328 0.248 -0.165 -0.7844
C -2.592 1.029 0.858 0.1206
C -2.154 0.593 2.140 0.2532
F -1.513 -0.632 2.187 -0.3783
C -2.295 1.304 3.301 0.3561
F -1.837 0.776 4.460 -0.3226
C -2.951 2.525 3.320 -0.4309
C -3.406 2.989 2.098 0.3630
F -4.061 4.177 2.079 -0.3288
C -3.238 2.302 0.917 0.2062
F -3.657 2.919 -0.232 -0.3374
H -1.360 -3.228 -2.522 0.2177
H -1.849 -1.720 -3.295 0.1959
H -2.937 -3.138 -3.344 0.1492
H -4.134 -3.760 -1.253 0.1481
H -3.712 -2.857 0.229 0.2012
H -2.520 -3.934 -0.514 0.2046
H -4.509 -1.106 -0.914 0.1889
H -4.183 -1.037 -2.660 0.1620
H -3.795 1.107 -1.455 0.1916
H -2.302 0.534 -2.230 0.1671
H -3.063 3.104 4.218 0.2355
C 2.895 -3.075 1.816 -0.6678
C 2.540 -1.735 2.335 0.3993
N 1.642 -0.924 1.830 -0.5536
C 1.655 0.210 2.580 0.0057
C 2.595 0.082 3.582 -0.0133
N 3.143 -1.164 3.399 -0.4889
C 3.059 0.935 4.700 0.7669
O 2.470 2.089 4.846 -0.6792
O 3.949 0.531 5.425 -0.6435
C 0.833 1.397 2.184 0.7822
O 0.785 2.360 2.977 -0.7016
O 0.292 1.344 1.069 -0.8122
H 2.178 -3.358 1.050 0.2740
H 2.900 -3.811 2.617 0.2193
H 3.891 -3.048 1.376 0.2257
H 3.894 -1.511 3.975 0.4375
H 1.729 2.261 4.119 0.5130
O 1.698 -3.574 -2.117 -0.6877
C 1.255 -2.549 -1.605 0.7395
O 0.479 -2.462 -0.627 -0.8591
C 1.726 -1.209 -2.192 0.1320
C 2.791 -1.200 -3.118 -0.2344
C 3.272 -0.004 -3.566 -0.1443
C 2.658 1.190 -3.129 -0.1127
C 3.085 2.471 -3.532 -0.1880
C 2.439 3.591 -3.087 -0.2125
C 1.335 3.474 -2.228 -0.2054
C 0.892 2.248 -1.815 -0.1980
C 1.552 1.077 -2.239 0.2300
N 1.130 -0.119 -1.777 -0.5211
H 3.197 -2.151 -3.429 0.2469
H 4.114 0.048 -4.244 0.2077
H 3.935 2.552 -4.194 0.2027
H 2.770 4.573 -3.399 0.2087
H 0.835 4.367 -1.886 0.2185
H 0.054 2.142 -1.145 0.2515
```

Results
HOMO energy: -4.27 eV
Net charge: -1
E_LUMO: 2.0689 eV
Orbital gap: 6.34 eV
Energy relative to the best compared isomer or geometry (same formula, charge and spin): 2.108 eV

The following is a DFT calculation (ωB97M-V with the def2-TZVPD basis set) of the ion C3H7N2O with charge +1.

```
13
Properties=species:S:1:pos:R:3:nbo_charge:R:1
C 0.271 1.497 -1.616 0.8276
C 0.954 -0.735 -0.866 -0.4813
C -0.289 0.734 0.640 -0.0235
N -0.340 1.622 -0.461 -0.6657
N -0.234 -0.687 0.015 -0.5395
O 0.583 2.079 -2.557 -0.3929
H 0.987 -1.172 -1.873 0.2587
H 1.882 -0.776 -0.292 0.2220
H 0.582 0.840 1.214 0.2258
H -1.251 0.941 1.199 0.2419
H -1.060 2.360 -0.372 0.4468
H -1.025 -0.576 -0.567 0.4292
H -0.448 -1.452 0.785 0.4511
```

Results
HOMO energy (alpha / beta): -13.20 / -13.20 eV
Net charge: +1
E_LUMO (alpha / beta): -4.1634 / -4.1639 eV
Orbital gap (alpha / beta): 9.04 / 9.04 eV
Energy relative to the best compared isomer or geometry (same formula, charge and spin): 4.133 eV